{"formula": "C5H7NO", "method": "ωB97M-V/def2-TZVPD", "symbols": ["O", "C", "C", "C", "C", "C", "N", "H", "H", "H", "H", "H", "H", "H"], "positions_angstrom": [[1.39616, 2.24668, 0.40713], [0.77639, 1.23638, 0.12926], [1.44461, -0.13043, 0.04220], [0.49598, -1.30469, 0.08013], [-0.76412, -1.16914, -0.32829], [-1.43747, 0.14136, -0.16383], [-0.56259, 1.28140, -0.15764], [2.19958, -0.15301, 0.83182], [2.00749, -0.14755, -0.90515], [0.83128, -2.25195, 0.48670], [-1.49406, -1.96634, -0.43446], [-1.58428, -0.37150, 0.85607], [-2.35652, 0.37370, -0.72854], [-0.95244, 2.21508, -0.11540]], "atomic_forces_ev_per_a": [[-0.09, -0.28, -0.18], [0.00, 0.09, 0.02], [0.08, 0.05, 0.14], [0.02, -0.21, -0.44], [0.61, -0.46, -0.70], [-0.08, -0.49, 0.74], [0.18, 0.01, 0.18], [-0.13, -0.07, -0.02], [-0.09, 0.07, 0.23], [0.29, -0.09, -0.55], [0.37, -0.28, 0.24], [-1.57, 2.41, -0.15], [0.45, -0.49, 0.34], [-0.04, -0.25, 0.14]], "nbo_charge": [-0.61, 0.69, -0.54, -0.23, -0.20, -0.25, -0.62, 0.24, 0.24, 0.21, 0.22, 0.23, 0.22, 0.41], "relative_energy_kj_mol": 134.3, "homo_energy_ev": -8.8, "total_charge": 0, "largest_force_ev_per_a": 2.9, "smiles": "O=C1CC=CCN1"}